[1]
This record from OMol25 describes a molecular structure, C32H39Br42F3O3. The level of theory is ωB97M-V/def2-TZVPD.

Last column: Mulliken charge in e.
Geometry (Å):
C1 7.607 -0.913 2.555  -0.492
O1 8.090 -1.261 1.206  -0.384
C2 8.649 -0.085 0.515  -0.101
C3 7.438 0.856 -0.128  0.315
C4 7.995 2.403 -0.165  -0.337
C5 8.189 3.095 1.313  -0.258
C6 7.055 4.269 1.537  -0.443
C7 5.611 3.548 1.946  0.140
C8 4.313 4.318 1.303  -0.196
C9 3.362 3.335 0.348  -0.649
C10 2.451 2.272 1.238  -0.375
C11 1.043 2.992 1.674  -0.709
C12 -0.309 2.090 1.327  0.206
C13 -0.735 1.745 -0.089  0.443
C14 0.105 2.292 -1.409  0.590
F1 1.378 1.514 -1.646  -0.255
F2 0.380 3.776 -1.324  -0.237
F3 -0.672 2.133 -2.695  -0.220
C15 -2.092 0.788 -0.183  0.090
O2 -2.525 0.221 -1.342  -0.379
C16 -3.020 0.391 1.151  0.358
C17 -2.604 0.734 2.543  -0.648
C18 -1.172 1.589 2.669  0.071
O3 -0.798 1.873 3.936  -0.458
H1 7.709 -1.838 3.269  0.255
H2 6.474 -0.612 2.443  0.170
H3 8.149 0.015 3.041  0.209
H4 9.334 0.550 1.227  0.294
H5 9.312 -0.416 -0.417  -0.240
H6 6.496 0.689 0.546  -0.095
H7 7.130 0.505 -1.222  0.073
H8 9.045 2.363 -0.718  -0.068
H9 7.307 3.122 -0.822  0.337
H10 9.294 3.485 1.463  0.310
H11 7.985 2.253 2.131  0.015
H12 6.993 4.878 0.535  0.121
H13 7.335 5.048 2.383  0.198
H14 5.526 3.461 3.116  0.283
H15 5.611 2.451 1.481  -0.291
H16 3.703 4.912 2.107  0.239
H17 4.741 5.140 0.550  -0.050
H18 4.075 2.802 -0.427  0.205
H19 2.702 4.086 -0.293  0.334
H20 3.100 2.053 2.216  0.383
H21 2.322 1.219 0.715  0.277
H22 1.006 4.055 1.142  0.373
H23 1.136 3.235 2.834  0.312
H24 -4.057 -0.188 1.043  -0.150
H25 -3.255 0.419 3.473  0.326
C19 -6.728 -2.145 -0.595  -0.351
Br1 -7.179 -1.869 1.276  -0.006
Br2 -4.888 -1.643 -0.978  0.110
Br3 -7.119 -3.960 -1.174  -0.069
H26 -7.369 -1.477 -1.181  0.362
C20 -1.555 1.670 -6.190  0.422
Br4 -1.620 -0.255 -6.464  -0.014
Br5 -0.024 2.476 -7.079  -0.025
Br6 -3.223 2.531 -6.700  -0.040
H27 -1.424 1.836 -5.116  -0.313
C21 -10.223 0.044 3.944  -0.267
Br7 -10.589 -0.696 2.183  -0.028
Br8 -11.849 0.266 4.989  -0.031
Br9 -8.883 -0.993 4.901  -0.051
H28 -9.803 1.044 3.790  0.339
C22 -6.680 2.439 -1.326  -0.345
Br10 -4.738 2.377 -1.253  0.084
Br11 -7.366 1.698 -2.989  -0.024
Br12 -7.491 1.597 0.229  0.048
H29 -6.968 3.495 -1.304  0.283
C23 5.406 8.782 0.335  -0.342
Br13 6.161 7.865 -1.206  -0.037
Br14 3.504 9.121 0.115  -0.012
Br15 5.787 7.841 1.995  0.003
H30 5.900 9.757 0.400  0.371
C24 -9.858 -5.178 2.077  0.129
Br16 -9.426 -7.043 1.733  -0.032
Br17 -11.487 -4.631 1.166  -0.038
Br18 -9.930 -4.792 3.983  -0.005
H31 -9.042 -4.578 1.660  -0.064
C25 -5.657 -8.877 3.318  -0.353
Br19 -5.300 -10.581 2.449  -0.017
Br20 -5.661 -7.404 2.048  0.011
Br21 -7.292 -8.930 4.371  -0.006
H32 -4.833 -8.696 4.016  0.379
C26 0.219 -2.522 -3.239  -0.169
Br22 1.811 -3.636 -3.336  -0.057
Br23 -1.276 -3.465 -2.426  -0.061
Br24 0.575 -0.827 -2.351  0.137
H33 -0.071 -2.288 -4.268  0.163
C27 4.412 -1.664 -6.054  0.200
Br25 5.747 -1.653 -4.639  0.029
Br26 2.870 -0.567 -5.604  0.127
Br27 5.175 -1.170 -7.773  -0.051
H34 4.054 -2.695 -6.147  -0.282
C28 2.880 -4.827 -8.483  -0.348
Br28 2.429 -4.551 -6.611  0.009
Br29 4.720 -4.325 -8.865  -0.020
Br30 2.489 -6.642 -9.062  -0.041
H35 2.239 -4.159 -9.068  0.401
C29 10.419 -1.084 -3.393  -0.331
Br31 12.011 -2.198 -3.490  -0.023
Br32 8.924 -2.027 -2.581  -0.039
Br33 10.775 0.610 -2.505  -0.011
H36 10.129 -0.851 -4.422  0.412
C30 -10.794 3.936 -3.324  -0.176
Br34 -10.540 5.089 -4.870  -0.008
Br35 -9.924 4.649 -1.738  -0.005
Br36 -12.676 3.555 -3.008  -0.006
H37 -10.309 2.981 -3.553  0.195
C31 -8.929 -12.158 5.570  0.338
Br37 -9.295 -12.899 3.809  0.000
Br38 -10.555 -11.937 6.614  -0.015
Br39 -7.590 -13.196 6.527  -0.015
H38 -8.509 -11.159 5.416  -0.315
C32 -0.582 2.602 7.351  0.001
Br40 -1.475 0.918 7.738  -0.027
Br41 -1.487 4.109 8.184  -0.012
Br42 1.306 2.545 7.816  -0.024
H39 -0.640 2.754 6.268  0.067

## Properties
energy relative to the best compared isomer or geometry (same formula, charge and spin): 1067.2 kJ/mol


[2]
This record from OMol25 describes a single C32H39BrO2 molecule. The level of theory is ωB97M-V/def2-TZVPD.

Last column: Mulliken charge in e.
Geometry (Å):
C1 4.034 4.423 2.525  -1.635
C2 3.368 3.402 1.683  0.413
C3 2.258 3.745 0.925  -0.892
C4 1.640 2.878 0.023  1.049
C5 0.538 3.486 -0.817  -1.794
C6 2.073 1.529 -0.058  0.127
C7 1.480 0.519 -1.052  1.878
C8 1.827 0.802 -2.519  -1.479
C9 -0.099 0.480 -0.932  -0.271
C10 -0.608 -0.682 -0.067  1.661
C11 -1.494 -0.247 1.114  -0.383
C12 -1.110 -0.551 2.451  0.843
C13 0.264 -0.973 2.864  -1.214
C14 -2.053 -0.455 3.477  -0.842
C15 -3.337 0.033 3.251  0.625
C16 -4.400 0.028 4.318  -1.464
C17 -3.619 0.540 1.990  -0.978
C18 -2.713 0.470 0.941  1.162
C19 -3.072 1.182 -0.335  -1.487
C20 3.205 1.176 0.723  1.278
C21 3.783 -0.229 0.682  -1.106
C22 3.820 2.097 1.557  -1.114
H1 4.867 4.022 3.081  0.376
H2 4.408 5.274 1.954  0.337
H3 3.329 4.833 3.241  0.356
H4 1.827 4.747 1.057  0.387
H5 0.557 3.190 -1.875  0.178
H6 -0.461 3.305 -0.378  0.258
H7 0.676 4.572 -0.758  0.550
H8 1.851 -0.498 -0.804  -1.057
H9 2.916 0.896 -2.584  0.450
H10 1.509 -0.045 -3.160  0.291
H11 1.348 1.740 -2.839  0.226
H12 -0.500 1.444 -0.596  -0.580
H13 -0.483 0.276 -1.949  0.419
H14 0.292 -1.200 0.444  -1.312
H15 0.418 -0.774 3.930  0.444
H16 0.472 -2.031 2.698  0.281
H17 0.995 -0.403 2.298  -0.035
H18 -1.815 -0.807 4.484  0.427
H19 -5.400 0.218 3.890  0.353
H20 -4.441 -0.958 4.810  0.357
H21 -4.256 0.758 5.139  0.273
H22 -4.591 1.013 1.824  0.350
H23 -4.161 1.212 -0.489  0.450
H24 -2.722 2.225 -0.268  0.241
H25 -2.635 0.724 -1.239  -0.040
H26 4.686 -0.273 1.320  0.364
H27 3.074 -0.976 1.106  0.127
H28 4.082 -0.558 -0.336  0.295
H29 4.646 1.761 2.175  0.280
C23 -5.183 -1.699 -2.013  -1.060
C24 -3.913 -1.668 -2.849  -0.224
O1 -2.843 -1.751 -1.861  -0.208
C25 -1.583 -1.695 -2.326  0.005
C26 -0.663 -2.069 -1.190  1.192
C27 0.734 -2.512 -1.653  -0.118
C28 1.127 -2.716 -2.980  -0.376
C29 2.338 -3.348 -3.294  -0.768
C30 3.241 -3.696 -2.295  -0.186
Br1 4.804 -4.667 -2.674  -0.185
C31 2.868 -3.460 -0.974  -0.642
C32 1.619 -2.903 -0.645  -0.031
O2 -1.318 -1.347 -3.480  -0.657
H30 -6.086 -1.958 -2.598  0.381
H31 -5.160 -2.379 -1.160  0.293
H32 -5.377 -0.707 -1.604  0.205
H33 -3.862 -2.538 -3.522  0.354
H34 -3.818 -0.734 -3.441  0.267
H35 -1.158 -2.844 -0.540  0.656
H36 0.461 -2.414 -3.778  0.460
H37 2.652 -3.587 -4.301  0.423
H38 3.524 -3.773 -0.169  0.469
H39 1.323 -2.873 0.425  0.332

## Properties
structure (SMILES): CCOC(=O)[C@@H](c1ccc(Br)cc1)[C@@H](C[C@@H](C)c1c(C)cc(C)cc1C)c1c(C)cc(C)cc1C


It is found that the HOMO-LUMO gap values, taken in the order of the records, are 6.744, 8.886 eV.
It is found that the HOMO energy values, taken in the order of the records, are -9.510, -8.249 eV.